1.
Density functional theory data (ωB97M-V/def2-TZVPD) for 3 unconnected molecules or ions with the total composition C3H14NO3 at a distorted geometry.

Each line ends with the Löwdin charge.
CARTESIAN COORDINATES (ANGSTROEM)
O1 1.345 -0.139 -2.093  -0.0649
O2 2.460 0.050 0.426  -0.0729
O3 -0.600 -1.624 1.416  0.0017
N1 -0.448 0.774 -0.121  -0.0328
C1 -0.405 2.299 -0.136  0.0254
C2 -1.686 0.093 0.261  -0.0968
C3 -1.615 -1.496 0.549  -0.2326
H1 0.247 0.530 0.616  0.1395
H2 2.011 -0.283 -1.368  0.0405
H3 -2.444 0.367 -0.507  0.1359
H4 2.809 -0.781 0.971  0.1558
H5 -2.165 0.523 1.229  0.1655
H6 3.242 0.578 0.377  0.0474
H7 1.542 0.028 -3.006  0.0542
H8 -1.339 -2.098 -0.223  0.0852
H9 -2.650 -1.884 0.797  0.1498
H10 -0.325 -2.423 1.702  0.0571
H11 -0.215 2.672 0.799  0.0590
H12 -1.361 2.613 -0.682  0.1259
H13 -0.103 0.429 -1.015  0.1076
H14 0.481 2.632 -0.867  0.1494

Results
E = -402.8871 Eh
Net charge = +1
Energy relative to the best compared isomer or geometry (same formula, charge and spin) = 182.5 kJ/mol
HOMO energy = -14.32 eV
Frontier orbital gap = 0.41830 Eh

***

2.
Density functional theory data (ωB97M-V/def2-TZVPD) for 4 unconnected molecules or ions with the total composition C3H14NO4 at a distorted geometry.

Each line ends with the Mulliken spin population.
CARTESIAN COORDINATES (ANGSTROEM)
O1 1.544 1.385 -2.108  0.0436
O2 -1.312 0.185 -1.623  0.0442
O3 0.508 0.798 0.048  0.8300
O4 -1.993 -1.382 -3.580  0.0011
N1 -0.319 0.043 2.483  0.0232
C1 1.147 -0.388 0.628  0.0120
C2 0.513 0.273 3.650  -0.0020
C3 0.217 -1.043 1.636  -0.0001
H1 2.019 0.092 1.161  0.0354
H2 1.210 1.006 -1.234  -0.0037
H3 -2.292 -1.782 -2.759  -0.0002
H4 1.000 1.018 -2.827  -0.0023
H5 0.544 1.348 3.983  0.0002
H6 0.177 -0.206 4.598  0.0031
H7 -0.727 0.413 -0.840  -0.0052
H8 1.602 0.131 3.646  0.0012
H9 1.374 -0.857 -0.354  0.0229
H10 0.830 -1.656 2.287  0.0000
H11 -1.733 1.030 -1.820  -0.0019
H12 -0.364 0.914 1.951  -0.0045
H13 -1.418 -0.672 -3.274  -0.0005
H14 -0.650 -1.551 1.208  0.0033

Results
E = -478.2687 Eh
Energy relative to the best compared isomer or geometry (same formula, charge and spin) = 136.6 kJ/mol
HOMO energy (alpha / beta) = -9.84 / -9.78 eV
2S+1 = 2
Frontier orbital gap (alpha / beta) = 0.38157 / 0.23154 Eh